Entry 1:
C6H9N2OS2 | wB97M-V/def2-TZVPD

Results
total charge	+1
relative energy (zero: lowest compared OMol25 entry of this formula, charge and spin)	276.6	kJ/mol
2S+1	1
calculated total energy	-1214.77922	Ha
orbital gap	8.110	eV
LUMO level	-4.806	eV

Last column: Löwdin charge in e.
Positions of all 20 atoms, in Å:
C (-2.41, 1.77, 1.11)  -0.8411
C (0.63, 0.79, -1.21)  -0.3540
C (0.35, -0.61, -1.03)  -0.4478
C (2.25, -0.24, 1.78)  -0.0582
C (-2.19, -1.56, -1.73)  -0.2443
C (2.64, -0.29, 0.32)  -0.1581
N (-3.37, 2.29, 0.63)  0.1840
N (1.52, -0.14, -0.61)  0.1195
O (0.41, 1.89, -1.44)  0.2367
S (-1.34, 0.85, 1.70)  0.7654
S (-0.54, -2.00, -0.95)  1.0500
H (1.96, 0.77, 2.03)  0.0749
H (1.49, -0.92, 1.92)  0.0337
H (3.15, -0.58, 2.42)  0.1316
H (-2.84, -1.29, -0.99)  -0.0053
H (-2.47, -2.53, -2.32)  0.0967
H (-2.07, -0.71, -2.46)  0.0812
H (3.24, -1.10, 0.01)  0.1053
H (3.44, 0.56, 0.04)  0.1862
H (-3.85, 3.07, 0.79)  0.0434

Entry 2:
C6H9N3 | wB97M-V/def2-TZVPD

Results
relative energy (zero: lowest compared OMol25 entry of this formula, charge and spin)	217.0	kJ/mol
2S+1	1
calculated total energy	-398.19279	Ha
orbital gap	11.008	eV
SMILES string	CC#N.CC#N.CC#N
LUMO level	0.319	eV

Last column: Löwdin charge in e.
Positions of all 18 atoms, in Å:
C (-2.49, -1.03, 0.32)  -0.0760
C (-1.98, -1.61, 1.59)  -0.2833
N (-1.56, -2.01, 2.62)  0.1353
H (-3.57, -1.14, 0.25)  0.0832
H (-1.93, -1.66, -0.36)  0.0638
H (-2.38, 0.05, 0.22)  0.0838
C (0.80, -1.86, -0.11)  -0.0587
C (0.58, -0.46, 0.03)  -0.1996
N (0.45, 0.72, 0.12)  0.1382
H (-0.16, -2.34, 0.12)  0.0459
H (1.47, -2.24, 0.67)  0.1026
H (1.13, -2.28, -1.05)  0.0966
C (1.57, 2.34, -1.09)  -0.1371
C (1.76, 3.31, 0.00)  -0.2869
N (1.83, 3.99, 0.88)  0.1267
H (2.18, 2.44, -1.99)  0.0775
H (0.59, 2.44, -1.55)  0.0797
H (1.72, 1.35, -0.67)  0.0080

Entry 3:
C6H9N3 | wB97M-V/def2-TZVPD

Results
relative energy (zero: lowest compared OMol25 entry of this formula, charge and spin)	421.7	kJ/mol
2S+1	1
calculated total energy	-398.11482	Ha
orbital gap	9.140	eV
SMILES string	NC/C=C/c1c[nH]cn1
LUMO level	0.912	eV

Last column: Löwdin charge in e.
Positions of all 18 atoms, in Å:
N (-2.92, 1.20, 1.00)  0.0444
C (-2.40, 1.12, -0.33)  -0.3141
C (-0.87, 0.83, -0.29)  -0.1097
C (-0.39, -0.34, -0.19)  -0.0359
C (1.14, -0.55, -0.13)  -0.3602
C (1.75, -1.78, 0.01)  -0.0754
N (3.05, -1.48, 0.11)  0.0335
C (3.19, -0.11, 0.03)  -0.1542
N (1.96, 0.41, -0.02)  0.0891
H (-3.05, 0.48, 1.36)  -0.1177
H (-4.05, 1.50, 0.78)  0.1779
H (-2.68, 2.14, -0.93)  0.1351
H (-2.88, 0.43, -1.17)  0.1217
H (-0.38, 1.63, -0.03)  0.0494
H (-0.95, -1.17, -0.41)  0.0782
H (1.38, -2.92, 0.04)  0.1673
H (3.85, -1.95, 0.20)  0.0916
H (4.25, 0.55, -0.04)  0.1792

Question: Which of these has the lowest calculated total energy?
Answer: C6H9N2OS2